{"formula": "C5H23Li3N6O9", "method": "ωB97M-V/def2-TZVPD", "symbols": ["H", "Li", "Li", "H", "H", "N", "N", "C", "O", "H", "N", "O", "O", "H", "C", "H", "H", "N", "H", "O", "H", "H", "H", "H", "O", "H", "C", "O", "H", "O", "H", "H", "O", "H", "H", "N", "O", "H", "H", "H", "Li", "H", "C", "N", "C", "H"], "positions_angstrom": [[26.57125, 8.61103, 33.06336], [18.23100, 7.27606, 31.06945], [18.89525, 5.14249, 26.88665], [31.51549, 7.24022, 27.49565], [23.56346, 10.28624, 29.27851], [21.65275, 11.71607, 29.44367], [29.53764, 2.26820, 33.43303], [30.22472, 5.93491, 28.36634], [20.96009, -0.37761, 29.77867], [20.40675, 0.12794, 29.18330], [22.92789, 10.07214, 30.03372], [30.65262, 5.98744, 29.51006], [28.77978, 0.75145, 31.99991], [21.11214, -1.20448, 29.32107], [29.39517, 1.03381, 33.02773], [24.55324, 4.44651, 29.39924], [29.06382, 4.32497, 28.55838], [29.96453, 0.24005, 33.95966], [25.68449, 4.40536, 23.79670], [17.75524, 1.83601, 34.01929], [24.10797, 5.07280, 30.93013], [22.58018, 11.99192, 29.15404], [23.08743, 9.20816, 30.53189], [30.08005, 2.37910, 34.27777], [22.27272, 5.25622, 28.52396], [20.88797, 12.36881, 29.53930], [21.72790, 10.65061, 30.15462], [20.85984, 10.24708, 30.89657], [23.98173, 3.30911, 30.54327], [25.72002, 5.10222, 24.45196], [30.45014, 6.44536, 26.37559], [30.18686, 0.73505, 34.81151], [21.47573, 4.72128, 30.52002], [28.77112, 5.18586, 27.10869], [29.74704, -0.74537, 33.91780], [30.72882, 6.62914, 27.32883], [27.13836, 8.04828, 33.59055], [24.92933, 4.97844, 24.97704], [29.07989, 2.99816, 32.90603], [26.78990, 8.12129, 34.47907], [20.69067, 1.75082, 32.49932], [17.70394, 2.78085, 34.16379], [23.81416, 4.32707, 30.19145], [29.39321, 4.99896, 27.88211], [22.44774, 4.88976, 29.73416], [16.84539, 1.53971, 34.04393]], "forces_ev_per_angstrom": [[-0.053, 0.179, -0.159], [0.586, 0.375, 0.220], [0.760, -0.071, -0.050], [-0.320, -0.060, -0.053], [-0.178, -0.135, 0.217], [-0.009, 3.537, -2.538], [0.158, 3.206, 0.523], [1.855, -0.367, 0.168], [-0.127, 0.475, 0.467], [-0.067, 0.037, -0.264], [1.806, -1.867, 0.271], [-0.607, 0.180, -0.314], [0.492, -0.732, 0.594], [0.150, -0.344, -0.030], [-1.356, -0.896, -1.373], [-0.177, 0.092, -0.202], [-0.130, 0.203, -0.096], [0.254, -1.829, -0.079], [0.083, -0.173, -0.222], [0.647, 0.119, -0.402], [0.353, -0.404, 0.525], [-0.704, 1.059, -0.409], [-0.043, 0.221, -0.187], [-0.337, 1.181, -0.538], [0.541, 0.201, 1.297], [0.368, -0.097, -0.001], [0.179, -1.811, 1.626], [-1.655, -1.187, 0.982], [-0.969, 0.088, 0.269], [0.113, 0.172, 0.067], [0.248, 0.003, 0.380], [-0.016, -1.209, 0.082], [-0.666, 0.191, 1.259], [0.239, -0.003, 0.144], [0.284, 0.229, 0.389], [0.837, 1.939, -0.710], [0.055, -0.203, -0.098], [-0.168, 0.002, 0.197], [0.500, 0.083, 0.384], [-0.008, 0.028, 0.277], [0.125, -0.024, -0.208], [-0.112, 0.222, 0.263], [0.705, 1.895, -0.735], [-2.150, -1.915, 0.469], [-1.209, -2.306, -2.441], [-0.275, -0.285, 0.039]], "mulliken_charge": [0.306, 0.977, 0.951, 0.218, 0.196, -0.355, -0.357, 0.592, -0.620, 0.311, -0.399, -0.621, -0.663, 0.319, 0.658, 0.264, 0.216, -0.395, 0.326, -0.626, 0.222, 0.199, 0.207, 0.142, -0.712, 0.247, 0.614, -0.699, 0.271, -0.627, 0.181, 0.174, -0.851, 0.208, 0.233, -0.381, -0.627, 0.303, 0.207, 0.320, 0.962, 0.317, -0.787, -0.414, 0.667, 0.323], "total_energy_ha": -1232.09468, "homo_energy_ev": -11.959, "charge": 2}

=====

{"formula": "C5H23N2O4S", "method": "ωB97M-V/def2-TZVPD", "symbols": ["H", "H", "C", "O", "H", "C", "H", "O", "H", "H", "H", "N", "S", "O", "H", "H", "C", "H", "H", "H", "H", "H", "N", "H", "H", "H", "H", "H", "H", "H", "H", "H", "C", "O", "C"], "positions_angstrom": [[1.88256, -2.35427, -0.80421], [-0.97792, 3.24191, -0.87461], [1.71677, 0.76042, 0.64261], [1.54779, -2.53654, 0.09392], [-0.79461, -0.83208, 0.97425], [-0.66334, 1.69051, 1.15898], [3.38632, -0.86884, 0.71955], [2.85920, -1.41567, -2.02045], [-3.12589, 1.76387, -1.07827], [-0.23753, 2.70604, 1.20289], [-3.01924, 0.45685, 0.13095], [-1.16151, 1.29520, -0.17951], [3.22898, 0.18910, 1.49529], [-2.22332, -1.83505, 0.72164], [0.83350, -1.32235, 1.28195], [-1.80976, -1.91275, -0.18946], [-0.65395, 2.23224, -1.20339], [-1.10149, 2.11976, -2.19300], [-3.01674, 2.24836, 0.49027], [-0.80075, -2.51248, -2.13518], [0.43332, 2.09783, -1.34795], [2.22519, -3.07850, 0.51819], [0.02967, -0.72050, 1.59660], [1.49004, 0.04206, -0.13717], [1.77244, 1.81323, 0.31618], [0.72396, 1.18598, 2.57589], [3.71052, -0.95672, -1.95435], [-1.47566, 1.39813, 1.85808], [-0.69488, -0.93887, -1.70722], [2.66695, -1.19334, -2.94528], [-3.11822, -2.19976, 0.65892], [-0.36507, -0.96040, 2.51650], [0.48210, 0.74570, 1.59749], [-1.13448, -1.78794, -1.60191], [-2.61497, 1.43888, -0.17817]], "forces_ev_per_angstrom": [[0.093, 0.048, 0.299], [0.814, -0.056, -0.323], [-1.017, 0.753, 1.308], [0.105, -0.132, 0.091], [0.399, 0.011, 0.023], [0.308, -2.629, -0.507], [0.170, -0.363, -0.194], [0.463, 0.744, -0.964], [0.701, -0.508, -0.828], [-0.762, -0.062, 0.217], [-0.228, 0.686, -0.036], [-0.137, 1.203, -0.804], [-0.275, 0.493, 0.017], [-0.090, -0.226, -0.434], [-0.891, -0.044, 0.315], [-0.747, -0.238, 0.648], [0.305, 0.383, 0.186], [-0.187, -0.545, 0.221], [0.698, -0.693, 0.080], [0.389, 0.356, -0.206], [-0.476, 0.521, 0.268], [-0.127, -0.077, -0.124], [-0.013, 1.527, 1.142], [0.204, 0.445, -0.566], [0.575, -0.693, -0.261], [0.307, -1.126, 0.114], [0.006, -0.259, 0.596], [0.359, 1.149, -0.116], [0.242, -0.183, -0.429], [-0.434, -0.404, 0.145], [0.352, 0.184, 0.039], [0.547, -0.362, -0.355], [0.489, 0.355, -0.964], [-0.414, 0.015, 0.183], [-1.727, -0.273, 1.220]], "mulliken_charge": [0.269, 0.469, -1.087, -0.557, 0.041, -1.188, 0.086, -0.607, 0.380, 0.383, 0.228, 0.451, -0.092, -0.722, 0.238, 0.402, -1.257, 0.351, 0.399, 0.284, 0.304, 0.288, -0.016, 0.451, 0.400, 0.413, 0.290, 0.492, 0.246, 0.297, 0.326, 0.414, 0.390, -0.623, -1.143], "total_energy_ha": -1012.70968, "homo_energy_ev": -12.518, "charge": 1}

=====

{"formula": "C5H24BClCuN10O5", "method": "ωB97M-V/def2-TZVPD", "symbols": ["O", "H", "N", "C", "C", "N", "H", "O", "H", "H", "H", "H", "O", "H", "C", "H", "H", "N", "N", "H", "H", "C", "H", "H", "H", "B", "H", "H", "N", "H", "H", "Cu", "N", "H", "C", "H", "O", "H", "N", "N", "N", "H", "Cl", "H", "N", "H", "O"], "positions_angstrom": [[-1.04472, -0.21031, -1.42891], [3.28595, 0.51799, 4.50130], [-2.33050, -2.00934, -1.87032], [-1.62786, 4.26973, -1.58868], [1.86263, -2.12765, -1.13544], [1.36158, -2.43152, -2.29158], [-2.59778, -2.08851, -0.89956], [1.75238, 0.69199, 1.98646], [-1.15441, 1.95547, 0.26130], [-1.50708, -1.83453, 3.60206], [-0.02472, 2.64448, 1.40056], [0.43801, -2.02796, -2.35681], [-1.82215, 5.09571, -2.40412], [-1.71721, 2.76156, 1.74117], [-1.33909, -2.22475, 1.52184], [0.29683, 4.55789, -1.51687], [-2.23836, 2.56627, -0.70349], [-1.37753, -0.84466, -3.51180], [-0.45766, 4.09696, -1.02861], [-3.44328, 3.61790, -1.45378], [-1.55376, -3.10191, -0.20615], [-1.48690, -1.01829, -2.24932], [4.69699, 1.46002, 2.75488], [3.69241, -2.48444, -0.31423], [1.91395, -2.94502, -2.96337], [-0.96367, 2.12058, 1.31040], [-0.94589, 1.16504, 1.81126], [3.54493, 2.23736, 1.62895], [2.84729, 0.04861, 3.72196], [-2.26102, -3.95591, 1.21550], [-1.68748, -1.47252, -4.23969], [0.21500, 0.57079, 0.21769], [-2.50132, 3.44058, -1.13538], [-1.04339, 0.02106, -3.91053], [2.81049, 0.68827, 2.59558], [-2.69209, -2.63897, -2.57241], [1.42978, -1.31062, -0.31522], [3.33340, -3.27034, -1.83677], [-1.80623, -3.17224, 0.76926], [-1.57989, -2.51507, 2.85933], [3.05929, -2.65800, -1.08178], [-1.79943, -3.45210, 3.16574], [2.01709, 1.98176, -1.09175], [2.00309, -0.49767, 3.81685], [3.77982, 1.56510, 2.34518], [-0.44466, 3.44373, -0.25840], [-0.89285, -1.22650, 1.13747]], "forces_ev_per_angstrom": [[0.437, 0.272, 0.043], [-0.250, -0.487, 0.057], [0.205, -0.543, 0.193], [2.257, -0.450, 0.995], [0.855, 2.402, 1.042], [-3.185, 0.252, -1.540], [-0.202, 0.287, -0.500], [-0.417, -0.666, -1.537], [-0.873, -0.918, -4.122], [0.215, 0.089, -0.564], [3.587, 1.821, 0.508], [0.126, -0.563, -1.390], [-1.463, 3.863, -3.888], [-3.009, 2.052, 1.172], [-1.717, -1.961, 4.207], [0.244, -0.564, 0.732], [-0.404, 0.357, -0.016], [1.054, 0.858, -5.277], [2.184, 0.322, 0.713], [0.164, -0.483, 0.114], [0.052, -0.945, 0.094], [-2.036, 0.780, 3.695], [-0.263, 0.258, -0.370], [-0.250, -0.031, -0.251], [-1.046, 0.244, -0.246], [0.599, -0.229, 0.683], [0.088, -3.480, 2.234], [0.461, -0.124, -0.217], [1.062, -2.709, 3.329], [0.156, -0.052, -0.830], [-0.316, -0.477, 0.446], [1.099, -0.152, -0.635], [-4.670, -2.519, 0.851], [0.378, 0.030, 0.682], [-2.352, 2.650, -1.699], [-0.226, -0.235, 0.132], [-0.301, -0.389, 0.393], [0.327, 0.071, 0.642], [-0.813, -2.532, -1.971], [0.132, -0.008, 1.321], [3.682, -1.492, 1.646], [0.063, 0.280, -0.217], [-0.826, -0.784, 0.715], [0.193, 0.122, 0.657], [1.280, 0.627, -0.449], [1.285, 0.316, -0.202], [2.431, 4.838, -1.372]], "mulliken_charge": [2.904, 0.198, 1.007, 0.484, -2.725, 0.400, 0.160, -0.355, -0.449, 0.259, -0.335, 0.161, -0.715, -0.108, -2.173, 0.155, 0.562, 0.726, -0.168, 0.188, 0.499, -8.323, 0.169, 0.228, 0.259, 1.182, -0.513, 0.238, -0.530, 0.323, 0.443, 3.012, -0.241, 0.221, 0.314, 0.540, 1.360, 0.150, -0.621, -0.376, -0.004, 0.089, -0.613, 0.248, -0.433, 0.244, 0.961], "total_energy_ha": -3254.17744, "spin_multiplicity": 3, "homo_energy_ev": [0.027, -5.622], "charge": -1}